## 1
A cluster of 2 separate species, C4H13N2O in total, computed with the ωB97M-V functional and the def2-TZVPD basis.

Each line ends with the Löwdin charge.
Element x y z (Å)
C (-1.163, -0.392, 1.765)  -0.27
O (-2.106, -1.056, 2.572)  -0.03
C (-0.260, -1.472, 1.226)  -0.13
N (0.996, -0.844, 0.692)  0.16
H (-0.587, 0.349, 2.333)  0.13
H (-1.646, 0.164, 0.954)  0.12
H (-2.722, -0.387, 2.889)  0.11
H (-0.018, -2.186, 2.009)  0.14
H (-0.710, -2.036, 0.414)  0.14
H (1.514, -0.360, 1.429)  0.17
H (0.753, -0.149, -0.084)  0.09
H (1.648, -1.538, 0.315)  0.17
C (-0.430, 0.953, -2.077)  -0.11
C (1.801, 1.555, -1.966)  0.01
N (0.837, 1.015, -1.347)  -0.13
H (-0.840, -0.054, -2.039)  0.08
H (-0.347, 1.280, -3.112)  0.08
H (-1.157, 1.573, -1.552)  0.09
H (2.743, 1.657, -1.442)  0.08
H (1.691, 1.928, -2.981)  0.09

HOMO-LUMO gap (eV): 11.3
HOMO (eV): -14.44
Charge: +1
E_LUMO (hartree): -0.1143



## 2
A cluster of 2 separate species, C4H13N2O in total, computed with the ωB97M-V functional and the def2-TZVPD basis.

Each line ends with the Löwdin charge.
Element x y z (Å)
C (0.401, -2.055, 1.405)  -0.13
C (-0.735, -1.254, 2.002)  -0.21
C (-0.932, 0.081, 1.292)  -0.13
N (0.225, -0.330, -1.442)  0.19
C (-1.024, 0.041, -1.219)  -0.12
N (-1.591, -0.044, -0.035)  0.08
H (0.309, -2.573, 0.441)  0.07
H (0.754, -2.896, 2.022)  0.09
H (1.376, -1.562, 1.312)  0.08
H (-1.615, -1.896, 2.056)  0.12
H (-0.406, -0.975, 3.004)  0.12
H (-1.635, 0.689, 1.852)  0.13
H (-0.022, 0.602, 1.077)  0.12
H (0.765, 0.027, -2.219)  0.14
H (0.571, -1.220, -1.111)  0.11
H (-1.716, 0.295, -2.022)  0.16
H (-2.553, -0.378, -0.099)  0.17
H (1.941, 4.804, -3.057)  0.03
H (3.278, 4.514, -2.344)  0.03
O (2.609, 4.129, -2.917)  -0.07

HOMO-LUMO gap (eV): 9.6
HOMO (eV): -13.92
Charge: +1
E_LUMO (hartree): -0.1587



## 3
A cluster of 2 separate species, C4H13N2O in total, computed with the ωB97M-V functional and the def2-TZVPD basis.

Each line ends with the Löwdin charge.
Element x y z (Å)
C (1.066, -1.176, 0.496)  -0.02
C (1.711, 0.407, -1.247)  0.01
C (0.254, 1.044, 0.759)  -0.06
C (-2.725, -0.438, 0.368)  -0.10
N (-1.221, -0.442, -1.311)  0.15
N (0.874, 0.118, -0.066)  -0.22
O (-2.206, 0.180, -0.696)  -0.18
H (1.911, -0.961, 1.229)  0.16
H (0.141, -1.460, 0.933)  0.07
H (1.361, -1.912, -0.177)  0.09
H (1.679, -0.307, -2.042)  0.10
H (1.445, 1.351, -1.641)  0.09
H (2.771, 0.355, -0.872)  0.14
H (0.918, 1.623, 1.363)  0.11
H (-0.331, 1.826, 0.285)  0.11
H (-0.462, 0.501, 1.464)  0.13
H (-2.041, -1.232, 0.674)  0.09
H (-3.664, -0.857, -0.069)  0.13
H (-2.915, 0.306, 1.101)  0.10
H (-1.051, -0.090, -2.251)  0.10

HOMO-LUMO gap (spin up / spin down) (eV): 6.9 / 10.3
HOMO (spin up / spin down) (eV): -13.13 / -14.61
Charge: +1
E_LUMO (spin up / spin down) (hartree): -0.2296 / -0.1593



## 4
A cluster of 2 separate species, C4H13N2O in total, computed with the ωB97M-V functional and the def2-TZVPD basis.

Each line ends with the Löwdin charge.
Element x y z (Å)
C (-1.684, -1.722, 0.422)  -0.12
C (-0.236, -1.390, 0.775)  -0.20
C (0.375, -0.346, -0.232)  -0.17
C (0.758, -0.749, -1.472)  -0.09
N (0.426, 0.085, -2.645)  0.01
N (0.184, 1.127, -0.104)  0.24
H (-1.776, -2.391, -0.485)  0.10
H (-2.317, -0.809, 0.571)  0.09
H (-2.054, -2.403, 1.274)  0.10
H (-0.373, -1.077, 1.809)  0.10
H (0.342, -2.370, 0.679)  0.14
H (1.252, -1.605, -1.820)  0.11
H (1.229, 0.190, -3.350)  0.12
H (-0.284, -0.468, -3.099)  0.08
H (-0.451, 1.420, -0.824)  0.15
H (-0.272, 1.402, 0.771)  0.13
H (0.891, 1.776, -0.288)  0.14
H (1.303, 2.476, 2.941)  0.10
H (-0.049, 3.052, 2.734)  0.05
O (0.377, 2.195, 2.671)  -0.07

HOMO-LUMO gap (eV): 10.4
HOMO (eV): -13.68
Charge: +1
E_LUMO (hartree): -0.1191



Preferred: 2; penalty for the next structure: 6.4 kcal/mol.



## 1
A cluster of 2 separate species, C4H13N2O in total, computed with the ωB97M-V functional and the def2-TZVPD basis.

Each line ends with the Löwdin charge.
Element x y z (Å)
C (-0.334, -0.441, -0.848)  -0.15
C (0.857, 0.510, -0.963)  -0.13
C (1.466, 0.910, 0.359)  -0.40
C (2.720, 0.632, 0.685)  0.08
N (0.514, 1.493, 1.263)  0.06
N (-1.514, 0.091, -0.058)  0.16
H (-0.108, -1.396, -0.381)  0.12
H (-0.716, -0.735, -1.824)  0.13
H (0.502, 1.418, -1.447)  0.13
H (1.578, 0.009, -1.602)  0.13
H (3.261, 1.094, 1.494)  0.07
H (3.280, -0.034, 0.052)  0.07
H (0.866, 1.516, 2.214)  0.11
H (0.305, 2.457, 1.006)  0.11
H (-0.977, 0.634, 0.685)  0.12
H (-2.051, -0.685, 0.324)  0.11
H (-2.139, 0.668, -0.618)  0.17
H (-3.219, -2.831, -0.883)  0.07
H (-2.081, -3.325, -0.056)  0.07
O (-2.494, -2.496, -0.340)  -0.04

HOMO-LUMO gap (eV): 10.0
HOMO (eV): -12.90
Charge: +1
E_LUMO (hartree): -0.1067



## 2
A cluster of 2 separate species, C4H13N2O in total, computed with the ωB97M-V functional and the def2-TZVPD basis.

Each line ends with the Löwdin charge.
Element x y z (Å)
C (-0.273, 1.642, 2.282)  -0.10
C (0.229, 1.199, 0.915)  -0.23
C (1.060, -0.105, 0.923)  -0.13
N (0.357, -1.264, -1.702)  0.19
C (0.047, -1.834, -0.536)  -0.12
N (0.257, -1.288, 0.619)  0.08
H (-1.051, 1.015, 2.719)  0.08
H (-0.748, 2.616, 2.213)  0.08
H (0.527, 1.663, 3.021)  0.08
H (-0.629, 1.061, 0.278)  0.08
H (0.791, 2.000, 0.469)  0.11
H (1.864, 0.000, 0.210)  0.12
H (1.505, -0.212, 1.901)  0.13
H (0.163, -1.844, -2.481)  0.12
H (0.146, -0.271, -1.816)  0.09
H (-0.377, -2.827, -0.602)  0.16
H (0.191, -1.919, 1.408)  0.17
H (-2.042, 0.577, -2.173)  0.07
H (-1.392, 1.920, -2.499)  0.08
O (-1.227, 1.075, -2.060)  -0.05

HOMO-LUMO gap (eV): 11.5
HOMO (eV): -14.92
Charge: +1
E_LUMO (hartree): -0.1260



## 3
A cluster of 2 separate species, C4H13N2O in total, computed with the ωB97M-V functional and the def2-TZVPD basis.

Each line ends with the Löwdin charge.
Element x y z (Å)
C (0.163, -0.304, -1.465)  -0.15
C (-0.044, 1.096, -0.926)  -0.15
C (1.188, 1.475, -0.087)  -0.21
C (0.924, 1.987, 2.186)  0.00
N (0.880, 1.104, 1.297)  -0.06
N (0.006, -1.258, -0.284)  0.18
H (1.120, -0.483, -1.953)  0.13
H (-0.455, -0.760, -2.234)  0.13
H (-0.280, 1.760, -1.756)  0.13
H (-0.921, 1.048, -0.282)  0.12
H (2.041, 0.870, -0.364)  0.11
H (1.426, 2.529, -0.254)  0.12
H (1.344, 2.973, 2.081)  0.09
H (0.560, 1.764, 3.176)  0.08
H (0.522, -2.136, -0.299)  0.17
H (0.344, -0.798, 0.583)  0.13
H (-1.001, -1.408, -0.203)  0.11
H (-2.369, -3.499, 0.928)  0.07
H (-3.130, -3.071, -0.319)  0.07
O (-2.318, -2.889, 0.177)  -0.05

HOMO-LUMO gap (eV): 11.0
HOMO (eV): -13.84
Charge: +1
E_LUMO (hartree): -0.1048



Preferred: 2; penalty for the next structure: 7.7 kcal/mol.



## 1
An isolated molecule of C3H5NO3, computed with the ωB97M-V functional and the def2-TZVPD basis.

Each line ends with the Löwdin charge.
Element x y z (Å)
O (-2.054, -0.888, 1.047)  0.09
C (-1.069, -0.672, 0.402)  -0.48
N (-0.063, 0.245, 0.530)  0.14
C (0.960, 0.527, -0.407)  -0.35
O (2.054, 1.054, 0.622)  -0.08
O (0.874, 1.236, -1.321)  0.21
C (-0.964, -1.434, -0.993)  0.01
H (0.191, 0.794, 1.341)  0.16
H (2.697, 0.891, 1.317)  0.07
H (-0.757, -0.805, -1.857)  0.07
H (-1.971, -1.848, -1.061)  0.07
H (-0.450, -2.394, -0.913)  0.08

SMILES string: CC(=O)NC(=O)O
HOMO-LUMO gap (eV): 9.6
HOMO (eV): -10.37
E_LUMO (hartree): -0.0301



## 2
An isolated molecule of C3H5NO3, computed with the ωB97M-V functional and the def2-TZVPD basis.

Each line ends with the Löwdin charge.
Element x y z (Å)
O (-0.843, 0.388, 2.269)  0.06
C (0.270, 0.478, 1.832)  -0.24
C (0.442, 1.244, 0.514)  -0.17
N (0.860, 0.375, -0.554)  0.02
C (0.115, -0.686, -1.118)  -0.50
O (-0.653, -0.322, -2.240)  0.06
O (-0.140, -1.676, -0.501)  0.16
H (1.174, 0.139, 2.366)  0.12
H (1.271, 1.963, 0.599)  0.13
H (-0.447, 1.866, 0.377)  0.12
H (1.823, 0.398, -0.850)  0.13
H (-1.474, -0.135, -1.766)  0.11

SMILES string: O=CCNC(=O)O
HOMO-LUMO gap (eV): 9.8
HOMO (eV): -9.37
E_LUMO (hartree): 0.0150



## 3
An isolated molecule of C3H5NO3, computed with the ωB97M-V functional and the def2-TZVPD basis.

Each line ends with the Löwdin charge.
Element x y z (Å)
N (-1.192, 0.212, 1.111)  0.18
C (0.069, -0.263, 1.283)  -0.52
O (0.608, -0.396, 2.366)  0.06
C (0.830, -0.709, 0.037)  -0.07
O (0.106, -0.676, -1.201)  -0.02
C (-0.006, 0.523, -1.786)  -0.35
O (0.332, 1.569, -1.297)  0.08
H (-1.507, 0.525, 0.208)  0.09
H (-1.608, 0.654, 1.917)  0.12
H (1.730, -0.096, -0.045)  0.14
H (1.111, -1.752, 0.181)  0.14
H (-0.474, 0.410, -2.773)  0.15

SMILES string: NC(=O)COC=O
HOMO-LUMO gap (eV): 10.9
HOMO (eV): -10.15
E_LUMO (hartree): 0.0267



Preferred: 3; penalty for the next structure: 45.2 kcal/mol.



## 1
A cluster of 2 separate species, C2H7NOSi in total, computed with the ωB97M-V functional and the def2-TZVPD basis.

Each line ends with the Löwdin charge.
Element x y z (Å)
C (-1.317, 0.249, -0.405)  -0.32
C (-0.819, 1.334, 0.173)  -0.09
N (-1.723, -0.942, 0.244)  0.03
O (1.545, 0.871, 0.542)  -0.46
Si (2.319, -0.286, -0.086)  0.63
H (-1.688, 0.201, -1.485)  0.12
H (-0.578, 1.516, 1.248)  0.07
H (-0.548, 2.188, -0.438)  0.05
H (-1.715, -1.695, -0.338)  0.02
H (-1.251, -1.170, 1.111)  0.08
H (3.826, -0.495, -0.613)  -0.06
H (1.949, -1.774, 0.048)  -0.07

SMILES string: O=[SiH2].C=CN
HOMO-LUMO gap (eV): 7.0
HOMO (eV): -7.73
E_LUMO (hartree): -0.0283



## 2
A cluster of 2 separate species, C2H7NOSi in total, computed with the ωB97M-V functional and the def2-TZVPD basis.

Each line ends with the Löwdin charge.
Element x y z (Å)
C (-2.657, -0.547, -1.165)  -0.04
C (0.561, -1.369, 0.151)  -0.19
N (-2.407, 0.276, -0.374)  0.07
O (1.058, -0.276, 0.842)  -0.41
Si (1.087, 1.209, 0.143)  0.58
H (1.047, -2.142, 0.707)  0.09
H (-0.507, -1.431, 0.361)  0.06
H (0.819, -1.192, -0.820)  0.03
H (-2.170, 0.852, 0.323)  0.01
H (0.457, 0.774, -1.101)  -0.04
H (2.479, 1.700, 0.181)  -0.06
H (0.234, 2.146, 0.752)  -0.10

HOMO-LUMO gap (eV): 11.2
HOMO (eV): -10.38
E_LUMO (hartree): 0.0312



## 3
A cluster of 3 separate species, C2H7NOSi in total, computed with the ωB97M-V functional and the def2-TZVPD basis.

Each line ends with the Löwdin charge.
Element x y z (Å)
C (-2.749, 0.184, -0.055)  -0.19
C (-1.705, -0.012, -0.722)  -0.15
N (0.967, 0.848, 0.007)  -0.20
O (2.363, -1.418, 0.065)  -0.19
Si (2.264, 0.111, 0.465)  0.44
H (-3.711, 0.146, -0.517)  0.03
H (-2.567, 0.577, 0.899)  0.02
H (-1.505, -0.176, -1.850)  0.06
H (-0.519, -0.006, 0.302)  0.15
H (0.908, 1.739, 0.444)  -0.04
H (2.762, -2.223, -0.316)  0.09
H (3.492, 0.229, 1.276)  -0.03

HOMO-LUMO gap (eV): 8.2
HOMO (eV): -7.85
E_LUMO (hartree): 0.0131



Preferred: 2; penalty for the next structure: 5.8 kcal/mol.



## 1
A cluster of 2 separate species, C3H2FO3 in total, computed with the ωB97M-V functional and the def2-TZVPD basis.

Each line ends with the Löwdin charge.
Element x y z (Å)
C (-1.910, -1.748, 3.321)  -0.72
C (0.060, 0.853, -0.613)  0.13
C (-0.941, -0.647, 2.740)  -0.33
O (-2.875, -1.453, 3.996)  0.00
O (-1.431, -2.798, 2.884)  0.00
O (-0.969, -0.095, 1.680)  0.07
F (0.263, -0.627, 3.431)  0.03
H (-0.479, -0.051, -0.943)  -0.09
H (1.031, 0.488, -0.236)  -0.09

HOMO-LUMO gap (spin up / spin down) (eV): 7.5 / 7.4
HOMO (spin up / spin down) (eV): -5.00 / -5.00
Charge: -1
E_LUMO (spin up / spin down) (hartree): 0.0922 / 0.0895



## 2
The ion C3H2FO3 with charge -1, computed with the ωB97M-V functional and the def2-TZVPD basis.

Each line ends with the Löwdin charge.
Element x y z (Å)
C (0.865, -0.634, 0.024)  -0.19
C (-0.178, 0.169, -0.192)  -0.14
C (-1.721, 0.168, 0.565)  -0.74
O (-2.211, -0.886, 0.769)  0.01
O (-2.097, 1.345, 0.630)  -0.06
O (2.144, -0.353, -0.421)  -0.10
F (0.008, 1.098, -1.237)  -0.04
H (1.046, -1.483, 0.761)  0.13
H (2.144, 0.576, -0.899)  0.14

SMILES string: O=C([O-])/C(F)=C/O
HOMO-LUMO gap (eV): 8.2
HOMO (eV): -4.41
Charge: -1
E_LUMO (hartree): 0.1392



Preferred: 2; penalty for the next structure: 57.8 kcal/mol.



## 1
The ion C5H10NOS with charge +1, computed with the ωB97M-V functional and the def2-TZVPD basis.

Each line ends with the Löwdin charge.
Element x y z (Å)
C (-0.161, -0.928, 0.453)  -0.37
C (0.455, -0.873, 1.567)  -0.14
C (-1.659, 0.294, -1.243)  -0.29
C (-0.420, 0.871, -2.066)  -0.57
C (-0.292, -1.124, 2.778)  -0.05
N (0.575, 1.115, -1.099)  0.03
O (-0.030, -0.110, -2.922)  -0.06
S (-1.133, -1.375, -0.708)  1.17
H (1.403, -0.504, 1.774)  0.12
H (-1.829, 0.941, -0.261)  0.14
H (-2.609, 0.216, -1.741)  0.08
H (-0.660, 1.945, -2.587)  0.20
H (-1.334, -1.494, 2.542)  0.12
H (-0.312, -0.251, 3.322)  0.07
H (0.069, -1.977, 3.326)  0.10
H (0.452, 1.918, -0.486)  0.11
H (1.576, 0.888, -1.378)  0.15
H (0.450, 0.042, -3.799)  0.18

HOMO-LUMO gap (eV): 8.5
HOMO (eV): -13.24
Charge: +1
E_LUMO (hartree): -0.1749



## 2
The ion C5H10NOS with charge +1, computed with the ωB97M-V functional and the def2-TZVPD basis.

Each line ends with the Löwdin charge.
Element x y z (Å)
C (-0.112, 0.345, -0.278)  -0.31
C (1.543, -1.631, -0.558)  -0.01
C (0.712, 1.370, 0.383)  -0.31
C (-1.557, 0.550, -0.510)  0.03
C (0.213, -2.097, -1.063)  -0.01
N (0.418, -0.775, -0.606)  -0.03
O (-1.001, 1.636, 2.413)  -0.45
S (0.460, 0.948, 2.182)  0.95
H (1.872, -1.934, 0.430)  0.14
H (2.348, -1.438, -1.254)  0.14
H (1.777, 1.271, 0.187)  0.10
H (0.368, 2.385, 0.204)  0.11
H (-1.715, 0.968, -1.507)  0.12
H (-1.970, 1.251, 0.213)  0.09
H (-2.099, -0.394, -0.458)  0.11
H (0.076, -2.229, -2.127)  0.14
H (-0.385, -2.752, -0.442)  0.14
H (-0.946, 2.526, 2.789)  0.07

SMILES string: CC(CSO)=[N+]1CC1
HOMO-LUMO gap (eV): 9.1
HOMO (eV): -13.20
Charge: +1
E_LUMO (hartree): -0.1496



## 3
A structure of composition C5H10NOS, computed with the ωB97M-V functional and the def2-TZVPD basis.

Each line ends with the Löwdin charge.
Element x y z (Å)
C (0.070, 0.896, 1.684)  0.01
C (-0.796, 0.741, 0.498)  -0.15
C (-1.367, -0.368, -1.664)  -0.04
C (0.248, -1.534, -0.197)  0.02
C (-0.583, -0.508, -0.406)  -0.33
N (1.735, 1.633, 1.253)  -0.26
O (2.485, -0.229, -0.458)  -0.30
S (2.715, 1.111, 0.325)  1.10
H (-0.064, 1.575, 2.419)  0.06
H (-0.657, 1.651, 0.006)  0.11
H (-1.859, 0.537, 0.798)  0.17
H (0.273, -0.037, 2.247)  0.13
H (-0.900, 0.571, -2.177)  0.14
H (-2.511, -0.314, -1.386)  0.15
H (-1.168, -1.149, -2.336)  0.06
H (0.194, -2.214, -0.973)  0.08
H (1.604, -0.660, -0.399)  -0.02
H (0.580, -1.703, 0.765)  0.07

HOMO-LUMO gap (eV): 8.9
HOMO (eV): -14.48
Charge: +1
E_LUMO (hartree): -0.2065



Preferred: 2; penalty for the next structure: 32.6 kcal/mol.